[1]
Formula: C45H61Cl3CsGeI2N3O3PSi
Source: the Open Molecules 2025 dataset
Level of theory: ωB97M-V with the def2-TZVPD basis set

## Properties
* charge: -2
* highest occupied orbital energy (alpha / beta): -2.40 / -2.57 eV
* frontier orbital gap (alpha / beta): 5.773 / 5.948 eV
* total energy: -6845.4125 Eh
* spin multiplicity: 2
* relative energy (zero: lowest compared OMol25 entry of this formula, charge and spin): 14.2 kcal/mol
* strongest force on any atom: 1.95 eV Å⁻¹

Structure (XYZ):
```
121
C45H61Cl3CsGeI2N3O3PSi ωB97M-V with the def2-TZVPD basis set
Cs 0.2071 -0.7375 -0.4194
I 8.2264 2.4501 -0.5258
C 6.3226 1.6046 -0.6724
C 5.9603 0.9116 -1.8168
C 4.6995 0.3501 -1.8978
I 4.1375 -0.6548 -3.6330
C 3.7344 0.4394 -0.8533
O 2.5776 -0.0844 -0.9048
C 4.1536 1.1928 0.2933
C 3.1339 1.4828 1.3701
N 2.4664 0.3596 2.0179
C 3.3515 -0.5890 2.6656
C 2.5022 -1.6206 3.3629
C 2.6884 -1.9714 4.6952
C 1.8324 -2.8967 5.2702
C 0.8290 -3.4521 4.4942
C 0.7330 -3.0555 3.1680
N 1.5358 -2.1560 2.6170
C 5.4153 1.7449 0.3712
H 6.6512 0.8063 -2.6421
H 2.3340 2.0945 0.9383
H 3.6112 2.0891 2.1496
H 1.9449 -0.1562 1.3161
H 3.9795 -0.0635 3.3924
H 4.0232 -1.0984 1.9549
H 3.4820 -1.5092 5.2685
H 1.9453 -3.1771 6.3109
H 0.1296 -4.1728 4.8954
H -0.0146 -3.4786 2.5128
H 5.6872 2.3138 1.2541
O -0.4495 2.0758 1.6346
H -0.9830 1.2536 1.4948
H 0.3243 1.7524 2.1140
C -3.2992 -2.2900 -1.7426
C -3.6912 -0.8265 -1.8545
O -2.6417 0.0414 -1.4930
H -4.1111 -2.9435 -2.0738
H -3.0656 -2.5377 -0.7083
H -2.4131 -2.4981 -2.3421
H -4.5833 -0.6215 -1.2424
H -3.9546 -0.5878 -2.8909
H -2.4333 -0.1087 -0.5242
Cl 0.5320 -2.5197 -2.9402
Ge 2.2823 -3.1500 -1.5292
Cl 2.9061 -5.0037 -2.7683
Cl 0.8618 -4.3120 -0.0414
N -1.8659 -0.3887 1.0932
P -2.8576 -0.4558 2.2651
C -2.3526 0.3976 3.8110
C -3.0949 1.3806 4.4549
C -2.5825 2.0434 5.5653
C -1.3220 1.7258 6.0432
C -0.5732 0.7406 5.4087
C -1.0849 0.0858 4.3035
C -3.1786 -2.1480 2.9013
C -2.6722 -3.1973 2.1462
C -2.8281 -4.5116 2.5680
C -3.4943 -4.7813 3.7545
C -3.9979 -3.7363 4.5214
C -3.8363 -2.4265 4.0973
C -4.5322 0.2181 1.9118
C -5.7150 -0.5054 2.0140
C -6.9161 0.0276 1.5590
C -6.9458 1.2926 0.9948
C -5.7674 2.0215 0.8762
C -4.5730 1.4844 1.3241
H -4.0794 1.6418 4.0899
H -3.1685 2.8169 6.0470
H -0.9176 2.2494 6.9011
H 0.4204 0.4930 5.7618
H -0.4781 -0.6544 3.7929
H -2.1267 -2.9639 1.2397
H -2.4133 -5.3156 1.9730
H -3.6130 -5.8049 4.0897
H -4.5069 -3.9449 5.4558
H -4.2083 -1.6106 4.7081
H -5.7019 -1.5024 2.4370
H -7.8260 -0.5559 1.6351
H -7.8789 1.7052 0.6300
H -5.7734 2.9999 0.4122
H -3.6493 2.0360 1.1830
C -1.0642 4.8982 -0.2595
C -1.5076 4.1992 -1.5499
C -2.1047 5.2555 -2.4872
C -2.6121 3.2150 -1.1291
Si -0.0446 3.2164 -2.3563
C 1.6241 4.2058 -2.3680
C 2.6778 3.5007 -3.2278
C 2.2190 4.2548 -0.9513
C 1.4627 5.6399 -2.8871
C -0.4860 2.4802 -4.0901
C -1.9401 1.9959 -4.1485
C -0.2741 3.4628 -5.2477
C 0.3753 1.2214 -4.2963
H -1.9463 5.3449 0.2148
H -0.3502 5.7021 -0.4379
H -0.6382 4.1917 0.4531
H -2.9044 5.7944 -1.9627
H -2.5448 4.8148 -3.3820
H -1.3676 5.9935 -2.8077
H -3.4107 3.7807 -0.6300
H -2.2326 2.4807 -0.4183
H -3.0569 2.6687 -1.9546
H 2.8426 2.4724 -2.9103
H 3.6312 4.0293 -3.1163
H 2.4302 3.4908 -4.2893
H 2.3600 3.2508 -0.5537
H 1.6141 4.8197 -0.2472
H 3.2083 4.7239 -0.9951
H 1.0646 5.6739 -3.9023
H 2.4438 6.1311 -2.9008
H 0.8097 6.2376 -2.2517
H -2.6596 2.8160 -4.1138
H -2.1782 1.2896 -3.3554
H -2.0847 1.4787 -5.1049
H -0.8646 4.3733 -5.1302
H -0.5892 2.9852 -6.1834
H 0.7705 3.7528 -5.3699
H 0.1891 0.5246 -3.4819
H 1.4449 1.4014 -4.3271
H 0.0897 0.7271 -5.2322
```



[2]
Formula: C45H62N4O3ReS
Source: the Open Molecules 2025 dataset
Level of theory: ωB97M-V with the def2-TZVPD basis set

## Properties
* charge: +2
* highest occupied orbital energy (alpha / beta): -12.95 / -13.44 eV
* frontier orbital gap (alpha / beta): 7.280 / 5.265 eV
* total energy: -2672.6752 Eh
* spin multiplicity: 4
* relative energy (zero: lowest compared OMol25 entry of this formula, charge and spin): 0.0 kcal/mol
* strongest force on any atom: 2.42 eV Å⁻¹

Structure (XYZ):
```
116
C45H62N4O3ReS ωB97M-V with the def2-TZVPD basis set
Re -0.1935 -1.4580 -1.2454
C 1.8989 1.4243 5.6026
C 0.7555 1.6326 4.6121
C 0.7339 3.1218 4.2402
C -0.5612 1.2159 5.3017
C 0.9365 0.8242 3.3415
C -0.0023 0.9263 2.3690
C 0.1469 0.1249 1.1943
N -0.7013 0.0745 0.1330
C -2.0294 0.4772 0.0204
C -2.5980 1.6220 0.4956
C -3.9481 1.8280 0.2941
C -4.6990 0.9164 -0.4188
C -4.1416 -0.2767 -0.9473
C -2.7627 -0.4442 -0.7199
O -2.1089 -1.5762 -1.0633
C -4.9926 -1.3232 -1.6808
C -4.4012 -1.5630 -3.0726
C -6.4372 -0.8496 -1.8296
C -5.0080 -2.6530 -0.8851
C -4.5858 3.1090 0.8335
C -6.1031 3.2483 0.6517
C -3.9222 4.2475 0.0671
C -4.3006 3.1882 2.3454
C 1.2689 -0.7354 1.0540
O 1.3508 -1.4887 -0.0296
C 2.2598 -0.8311 2.0456
C 2.0389 -0.0681 3.1574
C 3.4102 -1.8722 2.0629
C 2.8012 -3.2577 2.2871
C 4.2039 -1.8575 0.7466
C 4.3720 -1.6181 3.1989
H 1.6565 2.0683 6.4591
H 2.8555 1.7698 5.2432
H 1.9635 0.4340 6.0241
H 0.6075 3.7415 5.1467
H -0.0682 3.3990 3.5590
H 1.6723 3.4247 3.7940
H -0.7057 1.7663 6.2174
H -0.5339 0.1503 5.5674
H -1.4432 1.3480 4.6892
H -0.8744 1.5013 2.5646
H -2.0300 2.4374 0.9293
H -5.7628 1.1034 -0.5649
H -4.4573 -0.6604 -3.6950
H -4.9901 -2.2789 -3.6189
H -3.3670 -1.8878 -3.0618
H -6.5117 0.0727 -2.4104
H -6.9411 -0.7021 -0.8603
H -6.9876 -1.6279 -2.3614
H -4.0056 -3.0346 -0.6493
H -5.5185 -3.3933 -1.5004
H -5.5483 -2.5130 0.0482
H -6.3921 3.2229 -0.3981
H -6.4319 4.2119 1.0631
H -6.6663 2.4745 1.1759
H -4.1220 4.1882 -0.9945
H -2.8475 4.2676 0.2085
H -4.3319 5.2105 0.3537
H -4.7483 2.3402 2.8554
H -4.7896 4.0921 2.7493
H -3.2473 3.2361 2.5721
H 2.7407 -0.1237 3.9543
H 2.1476 -3.5648 1.4708
H 2.2240 -3.3174 3.2044
H 3.5915 -3.9878 2.3540
H 3.6224 -2.1446 -0.1320
H 5.0470 -2.5267 0.8234
H 4.6485 -0.8554 0.5508
H 3.9715 -1.8597 4.1778
H 4.7533 -0.5849 3.1508
H 5.2157 -2.2938 3.0952
C 3.8603 2.3591 0.3448
C 4.7881 2.1000 -0.8012
C 6.1360 1.6367 -0.2434
C 4.9884 3.3867 -1.5832
C 4.2874 1.0187 -1.7968
C 5.0999 0.7078 -2.9019
C 4.7784 -0.2908 -3.7822
C 3.5964 -0.9822 -3.5809
S 2.9487 -2.3123 -4.5250
C 1.6226 -2.4437 -3.4612
N 1.6194 -1.5559 -2.4832
C 2.7291 -0.7056 -2.5099
C 3.1046 0.3085 -1.5891
C 0.4725 -3.3509 -3.5509
C 0.3269 -4.3815 -4.4750
C -0.8187 -5.1571 -4.4920
C -1.8176 -4.8855 -3.5533
C -1.6563 -3.8787 -2.6051
C -0.5250 -3.0764 -2.5798
H 4.3564 3.0864 0.9914
H 3.6542 1.4891 0.9456
H 2.9319 2.8068 -0.0016
H 6.5411 2.4551 0.3785
H 6.8884 1.4077 -1.0103
H 6.0202 0.7648 0.3921
H 5.3305 4.1528 -0.8864
H 4.0302 3.7242 -2.0416
H 5.7460 3.3165 -2.3500
H 5.9955 1.2855 -3.0869
H 5.3676 -0.5771 -4.6540
H 2.4721 0.5383 -0.7333
H 1.1284 -4.5377 -5.1889
H -0.9071 -5.9652 -5.2220
H -2.7557 -5.4545 -3.5934
H -2.4595 -3.6737 -1.9385
N -0.1711 0.0708 -4.0641
N -0.6466 0.0142 -2.7072
H -0.3155 1.0275 -4.4070
H -0.7665 -0.5348 -4.6108
H -1.6736 0.0865 -2.6693
H -0.2881 0.8453 -2.2400
O -0.5565 -3.0022 0.2825
H -1.5049 -3.2162 0.3701
H -0.0342 -3.8191 0.2976
```



[3]
Formula: C45H62N5O5P3PbS2SbTe
Source: the Open Molecules 2025 dataset
Level of theory: ωB97M-V with the def2-TZVPD basis set

## Properties
* charge: -1
* highest occupied orbital energy: -3.79 eV
* frontier orbital gap: 5.647 eV
* total energy: -4923.3422 Eh
* relative energy (zero: lowest compared OMol25 entry of this formula, charge and spin): 99.2 kcal/mol
* strongest force on any atom: 3.60 eV Å⁻¹

Structure (XYZ):
```
125
C45H62N5O5P3PbS2SbTe ωB97M-V with the def2-TZVPD basis set
Pb 1.5997 1.1433 -0.4357
Te -2.8895 -3.5027 3.2490
C -3.1139 -3.8361 5.3685
C -2.0704 -3.6952 6.2909
C -2.3806 -3.8374 7.6406
N -3.5922 -4.0974 8.0513
C -4.4679 -4.6648 7.2051
C -4.2980 -4.4980 5.7997
C -1.4396 -1.9779 3.1881
P 0.2383 -2.3805 2.6594
C -0.0151 -3.7572 1.5112
C 0.1755 -3.5340 0.1434
C 0.4052 -4.6165 -0.6678
C 0.1634 -5.9153 -0.2240
C -0.2227 -6.1234 1.1209
C -0.1946 -5.0463 1.9792
C 1.1448 -3.0258 4.0950
C 1.2814 -2.1971 5.2470
C 1.8885 -2.6536 6.3464
C 2.6082 -3.8341 6.3198
C 2.6275 -4.5710 5.1469
C 1.9063 -4.1761 4.0026
P -2.2204 -0.4319 3.4304
C -3.3215 -0.3350 4.8972
C -2.9326 0.6231 5.9149
C -3.8184 0.9584 6.8835
C -5.0943 0.3197 6.9803
C -5.5277 -0.5364 5.9881
C -4.6416 -0.7682 4.9534
C -3.1678 -0.1100 1.9445
C -4.4161 0.4687 2.0458
C -5.3103 0.2007 0.9817
C -4.8912 -0.3920 -0.1790
C -3.5994 -0.9304 -0.2538
C -2.7198 -0.7156 0.7522
H -1.1140 -3.2711 6.0019
H -1.6015 -3.5913 8.3852
H -5.3292 -5.1416 7.6713
H -5.1352 -4.6937 5.1165
H 0.2691 -2.5067 -0.2218
H 0.7623 -4.5486 -1.6655
H 0.3208 -6.7853 -0.8902
H -0.4566 -7.0968 1.5333
H -0.3418 -5.1482 3.0451
H 0.7685 -1.2260 5.1635
H 1.7345 -2.0705 7.2699
H 3.0973 -4.2350 7.2453
H 3.3063 -5.4196 5.1025
H 1.9555 -4.7953 3.1139
H -1.9324 0.9860 5.7403
H -3.4605 1.6734 7.6001
H -5.7309 0.5295 7.8558
H -6.5653 -0.9684 6.0378
H -4.9109 -1.3868 4.1238
H -4.7418 1.0608 2.8827
H -6.3020 0.5744 1.0655
H -5.4095 -0.0708 -1.0157
H -3.1952 -1.4010 -1.1376
H -1.6678 -0.8543 0.6595
O -1.6867 -2.2540 -3.2544
H -1.4350 -1.4215 -2.7765
H -1.4601 -2.9870 -2.6923
N 3.0309 -2.2645 0.1196
C 2.3846 -1.2822 0.1734
H 3.7366 -2.9437 -0.2398
O 3.3115 2.0354 1.4144
H 3.7637 2.8360 0.9921
H 3.9700 1.5054 1.8773
C -0.0856 -1.7593 -7.6243
C -0.3885 -0.2972 -7.5921
Sb -1.3878 0.0449 -5.5663
C -3.4632 -0.4124 -5.4624
C -4.1258 -0.2726 -6.7858
C -1.9719 2.1098 -5.7523
C -0.7298 2.9671 -5.5240
H 0.3781 -2.0504 -8.5660
H -1.0386 -2.3873 -7.5708
H 0.5375 -2.1261 -6.8204
H -1.1523 0.1172 -8.3068
H 0.4990 0.3680 -7.5482
H -3.9324 0.2664 -4.7758
H -3.5565 -1.4145 -5.0673
H -3.4137 0.1844 -7.5253
H -4.9226 0.4697 -6.7384
H -4.4763 -1.1848 -7.2443
H -2.7791 2.2366 -5.0275
H -2.4017 2.2928 -6.7219
H -0.2619 2.8059 -4.5741
H -0.8702 4.0413 -5.6126
H 0.0726 2.6979 -6.2457
N 0.5531 2.6070 2.4689
C -0.2500 3.1418 1.5533
N -1.3329 3.8636 1.9654
O 0.0451 2.9851 0.3438
H 0.4645 2.7589 3.4557
H 1.4609 2.3874 2.1319
H -1.4247 4.1501 2.9359
H -1.8242 4.4140 1.2542
N -0.5081 0.4678 -3.1867
C 0.0992 0.5566 -2.2137
C 7.8247 4.1026 -3.2637
C 7.1096 2.7405 -2.9689
C 6.4851 2.2084 -4.2044
O 6.1354 2.9596 -1.8462
P 4.6314 3.5847 -1.8594
S 4.3983 4.4699 -0.1466
S 3.3306 1.9967 -2.4335
O 4.6420 4.7033 -3.0531
C 3.7428 5.9045 -3.3966
C 4.2001 7.1391 -2.5754
C 3.9097 6.0584 -4.9076
H 8.3017 3.9725 -4.2324
H 8.6189 4.2594 -2.5054
H 7.1936 4.9888 -3.2604
H 7.8099 2.0135 -2.4807
H 6.1059 3.0210 -4.8149
H 5.6801 1.5394 -4.0706
H 7.2852 1.8064 -4.7976
H 2.6796 5.5881 -3.1325
H 5.1950 7.4022 -2.8547
H 4.1097 6.8158 -1.5279
H 3.4807 7.9881 -2.6559
H 4.9651 5.9627 -5.1865
H 3.5296 7.0328 -5.2159
H 3.1947 5.3213 -5.3391
```



[4]
Formula: C45H63N7O3Ti
Source: the Open Molecules 2025 dataset
Level of theory: ωB97M-V with the def2-TZVPD basis set

## Properties
* highest occupied orbital energy (alpha / beta): -5.37 / -8.70 eV
* frontier orbital gap (alpha / beta): 4.723 / 8.102 eV
* total energy: -3211.1530 Eh
* spin multiplicity: 3
* relative energy (zero: lowest compared OMol25 entry of this formula, charge and spin): 10.1 kcal/mol
* strongest force on any atom: 3.87 eV Å⁻¹

Structure (XYZ):
```
119
C45H63N7O3Ti ωB97M-V with the def2-TZVPD basis set
Ti -0.3846 -0.1127 1.0894
C -3.2951 4.0438 2.3508
C -2.0537 3.3380 2.8990
C -1.9272 3.6239 4.4019
C -0.7975 3.7452 2.1514
C -0.6406 5.0665 1.7481
C 0.4851 5.4820 1.0604
C 1.4808 4.5709 0.7644
C 1.3812 3.2458 1.1703
C 2.5128 2.2725 0.9031
C 3.2189 2.5098 -0.4327
C 3.5190 2.3113 2.0601
C 0.2360 2.8241 1.8714
N 0.1154 1.4508 2.2558
C 0.3782 1.1627 3.5578
O 0.8487 1.9115 4.4032
C -0.0380 -0.2442 3.8897
C -0.0185 -0.8428 5.1302
C -0.5112 -2.1399 5.2470
C -1.0583 -2.7776 4.1383
C -1.0559 -2.1150 2.9281
N -0.5116 -0.8951 2.8169
C -1.8030 -2.5242 1.6839
O -2.4196 -3.5773 1.6414
N -1.7666 -1.5340 0.7506
C -2.7071 -1.6502 -0.3202
C -2.3924 -2.3791 -1.4787
C -3.3327 -2.4535 -2.5025
C -4.5563 -1.8213 -2.4024
C -4.8591 -1.0943 -1.2636
C -3.9566 -1.0006 -0.2121
C -4.3578 -0.2764 1.0602
C -5.3363 0.8686 0.8063
C -4.9819 -1.2711 2.0493
C -1.0642 -3.0936 -1.6392
C -0.4471 -2.8552 -3.0192
C -1.2300 -4.5974 -1.3864
H -4.1815 3.6927 2.8768
H -3.4252 3.8575 1.2826
H -3.2349 5.1214 2.5049
H -2.1864 2.2603 2.7703
H -1.9515 4.7016 4.5789
H -0.9926 3.2365 4.8025
H -2.7593 3.1677 4.9433
H -1.4080 5.7936 1.9805
H 0.5843 6.5179 0.7613
H 2.3596 4.8997 0.2243
H 2.0822 1.2748 0.8754
H 3.8157 3.4235 -0.4136
H 2.5071 2.5843 -1.2590
H 3.8954 1.6788 -0.6416
H 4.0376 3.2732 2.0757
H 4.2603 1.5169 1.9461
H 3.0138 2.1851 3.0177
H 0.3707 -0.2972 5.9785
H -0.5013 -2.6358 6.2081
H -1.5036 -3.7603 4.2070
H -3.1026 -3.0283 -3.3895
H -5.2794 -1.8977 -3.2049
H -5.8230 -0.6077 -1.1946
H -3.4530 0.1352 1.5201
H -6.3012 0.4887 0.4682
H -4.9589 1.5625 0.0521
H -5.5129 1.4178 1.7286
H -5.9260 -1.6417 1.6446
H -5.1827 -0.7874 3.0084
H -4.3347 -2.1304 2.2155
H -0.3723 -2.7070 -0.8876
H -1.0257 -3.3486 -3.8022
H 0.5631 -3.2574 -3.0386
H -0.3982 -1.7884 -3.2448
H -1.8774 -5.0381 -2.1488
H -1.6757 -4.7789 -0.4100
H -0.2561 -5.0888 -1.4322
C -2.3913 2.6738 -2.4137
C -1.3049 1.6814 -2.8502
C -1.8163 0.8541 -4.0246
C -0.0258 2.4260 -3.2427
N -0.9734 0.7142 -1.7843
N -0.7362 1.3194 -0.5143
H -2.7199 3.2575 -3.2737
H -2.0303 3.3797 -1.6621
H -3.2608 2.1384 -2.0194
H -2.1280 1.5105 -4.8368
H -2.6750 0.2461 -3.7264
H -1.0376 0.1896 -4.4000
H -0.1636 2.9460 -4.1914
H 0.7950 1.7156 -3.3507
H 0.2517 3.1742 -2.4949
H -1.7352 0.0496 -1.6777
H -1.5003 1.9419 -0.2365
H 0.0864 1.9124 -0.6035
C 6.7488 -1.8215 -1.7544
C 5.3793 -1.2662 -2.1318
N 4.4532 -2.2888 -2.5906
C 4.7547 -2.9618 -3.8542
C 5.1668 -4.4172 -3.6602
C 3.2553 -2.5716 -2.0133
O 2.4323 -3.2927 -2.5653
C 2.9640 -2.0048 -0.6582
C 3.7951 -2.3253 0.4335
C 3.4314 -1.8180 1.6860
C 2.2941 -1.0761 1.8268
N 1.4300 -0.8001 0.7773
C 1.8294 -1.2630 -0.4585
H 7.3972 -1.0111 -1.4191
H 7.2254 -2.3068 -2.6068
H 6.6632 -2.5511 -0.9487
H 5.5005 -0.5252 -2.9293
H 4.9368 -0.7599 -1.2774
H 5.5489 -2.3981 -4.3448
H 3.8636 -2.9231 -4.4813
H 6.0656 -4.4948 -3.0471
H 5.3599 -4.8854 -4.6264
H 4.3609 -4.9608 -3.1707
H 4.6733 -2.9413 0.3059
H 4.0492 -2.0026 2.5552
H 2.0541 -0.6345 2.7793
H 1.1939 -0.9960 -1.2984
```